C66H61ClF9N2 | the ωB97M-V functional and the def2-TZVPD basis

Spin multiplicity: 1
Net charge: +1
Frontier orbital gap (eV): 5.5

Last column: Mulliken charge in e.
CARTESIAN COORDINATES (ANGSTROEM)
1 C 2.037 0.655 -1.279  0.174
2 C 1.499 1.574 -1.883  -0.641
3 C 0.467 2.439 -2.677  -0.423
4 C -0.405 3.364 -1.724  -0.611
5 C -1.244 2.515 -0.640  -0.910
6 C -2.667 2.229 -1.306  0.533
7 N -3.617 3.195 -1.088  0.608
8 N -4.820 3.090 -1.624  -0.932
9 C -5.046 1.995 -2.382  -0.500
10 C -4.172 0.812 -2.710  -0.308
11 C -2.783 0.954 -2.077  0.484
12 C -1.667 -0.137 -2.254  0.148
13 Cl -1.359 -0.507 -4.035  -0.082
14 C -2.278 -1.499 -1.636  -0.577
15 C -1.380 -2.778 -1.927  -1.034
16 H 2.671 -0.153 -0.846  0.436
17 H 1.081 3.142 -3.329  0.388
18 H -0.166 1.825 -3.390  0.160
19 H 0.220 4.178 -1.256  0.437
20 H -1.181 3.871 -2.383  0.354
21 H -1.379 3.213 0.250  0.371
22 H -0.726 1.567 -0.322  0.555
23 H -3.407 4.026 -0.509  0.200
24 H -6.077 1.958 -2.854  0.428
25 H -4.471 -0.072 -3.335  0.385
26 H -0.702 0.091 -1.718  -0.217
27 H -2.420 -1.307 -0.532  0.424
28 H -3.317 -1.640 -2.077  0.286
29 H -1.624 -3.532 -1.109  0.324
30 H -1.686 -3.196 -2.925  0.333
31 H -0.298 -2.474 -1.858  0.252
32 F -5.995 -0.233 -5.249  -0.294
33 C -5.284 -0.511 -6.364  0.354
34 C -3.905 -0.574 -6.287  0.755
35 C -3.170 -0.866 -7.430  -0.691
36 C -3.825 -1.079 -8.638  -0.369
37 C -5.213 -1.008 -8.703  -0.760
38 C -5.948 -0.727 -7.557  -0.418
39 H -3.413 -0.397 -5.337  -0.339
40 H -2.089 -0.925 -7.380  0.378
41 H -3.252 -1.301 -9.531  0.579
42 H -5.722 -1.170 -9.646  0.441
43 H -7.030 -0.676 -7.587  0.428
44 F -2.381 -1.983 -11.400  -0.343
45 C -2.312 -3.317 -11.242  0.392
46 C -1.165 -3.990 -11.627  -0.488
47 C -1.093 -5.367 -11.458  -0.371
48 C -2.171 -6.058 -10.916  -0.439
49 C -3.320 -5.373 -10.537  -0.489
50 C -3.390 -3.994 -10.695  -0.018
51 H -0.338 -3.437 -12.055  0.412
52 H -0.197 -5.902 -11.750  0.360
53 H -2.115 -7.133 -10.789  0.374
54 H -4.161 -5.913 -10.119  0.362
55 H -4.274 -3.445 -10.396  0.258
56 F 7.919 1.923 0.395  -0.303
57 C 6.743 2.337 0.893  0.182
58 C 6.693 2.850 2.178  -0.588
59 C 5.476 3.283 2.692  -0.329
60 C 4.324 3.189 1.919  -0.754
61 C 4.387 2.667 0.631  -0.173
62 C 5.604 2.244 0.112  -0.806
63 H 7.600 2.907 2.768  0.460
64 H 5.425 3.693 3.693  0.502
65 H 3.374 3.523 2.323  0.387
66 H 3.487 2.590 0.032  0.278
67 H 5.673 1.843 -0.892  1.171
68 F 5.094 3.085 5.870  -0.352
69 C 5.159 1.751 6.047  0.422
70 C 6.321 1.078 5.713  -0.249
71 C 6.390 -0.297 5.899  -0.480
72 C 5.292 -0.984 6.407  -0.653
73 C 4.129 -0.298 6.735  -0.206
74 C 4.063 1.079 6.559  -0.300
75 H 7.163 1.629 5.310  0.423
76 H 7.298 -0.833 5.648  0.373
77 H 5.346 -2.058 6.548  0.392
78 H 3.276 -0.833 7.126  0.338
79 H 3.168 1.631 6.818  0.320
80 F -3.719 5.818 0.435  -0.389
81 C -4.902 6.231 0.957  0.464
82 C -4.932 6.743 2.241  -0.424
83 C -6.141 7.170 2.774  -0.403
84 C -7.306 7.071 2.019  -0.467
85 C -7.261 6.550 0.732  -0.472
86 C -6.050 6.132 0.194  -0.260
87 H -4.015 6.804 2.816  0.402
88 H -6.176 7.580 3.776  0.367
89 H -8.250 7.401 2.438  0.376
90 H -8.170 6.469 0.146  0.361
91 H -5.995 5.732 -0.812  0.361
92 F 5.645 1.077 -2.704  -0.158
93 C 5.485 0.396 -3.854  0.252
94 C 4.210 0.047 -4.264  0.021
95 C 4.044 -0.652 -5.453  -0.541
96 C 5.156 -1.003 -6.213  -0.532
97 C 6.432 -0.650 -5.787  -0.435
98 C 6.598 0.058 -4.603  -0.565
99 H 3.357 0.322 -3.655  0.320
100 H 3.049 -0.924 -5.788  0.396
101 H 5.026 -1.552 -7.138  0.366
102 H 7.297 -0.928 -6.377  0.362
103 H 7.583 0.349 -4.260  0.437
104 F 1.006 5.177 11.320  -0.316
105 C 1.757 4.886 10.245  0.230
106 C 3.134 4.825 10.375  -0.346
107 C 3.910 4.519 9.264  -0.573
108 C 3.302 4.288 8.034  -0.360
109 C 1.918 4.357 7.916  -0.552
110 C 1.139 4.652 9.029  -0.302
111 H 3.590 5.015 11.339  0.408
112 H 4.989 4.461 9.355  0.376
113 H 3.908 4.054 7.167  0.664
114 H 1.445 4.181 6.956  0.373
115 H 0.060 4.702 8.957  0.402
116 F 1.868 -1.975 6.029  -0.221
117 C 0.707 -2.553 6.389  0.518
118 C 0.318 -2.527 7.716  -0.429
119 C -0.884 -3.119 8.085  -0.364
120 C -1.676 -3.739 7.124  -0.654
121 C -1.271 -3.763 5.794  -0.184
122 C -0.075 -3.162 5.423  -0.639
123 H 0.952 -2.046 8.452  0.408
124 H -1.203 -3.098 9.121  0.368
125 H -2.611 -4.205 7.414  0.362
126 H -1.886 -4.250 5.047  0.379
127 H 0.253 -3.163 4.390  0.441
128 F -1.143 -5.322 2.988  -0.311
129 C -1.077 -6.656 3.162  0.411
130 C 0.086 -7.327 2.830  -0.439
131 C 0.155 -8.703 3.015  -0.382
132 C -0.943 -9.391 3.519  -0.480
133 C -2.108 -8.706 3.844  -0.385
134 C -2.174 -7.329 3.670  -0.282
135 H 0.929 -6.775 2.431  0.403
136 H 1.064 -9.238 2.766  0.358
137 H -0.890 -10.465 3.659  0.370
138 H -2.965 -9.244 4.234  0.358
139 H -3.071 -6.777 3.927  0.384

---

C66H61FN7O8PSr | the ωB97M-V functional and the def2-TZVPD basis

Spin multiplicity: 1
Net charge: -2
Frontier orbital gap (eV): 5.2
ΔE to the lowest compared entry with this formula, charge and spin (kcal per mole): 56.62

Last column: Mulliken charge in e.
CARTESIAN COORDINATES (ANGSTROEM)
1 Sr -0.367 -1.077 0.101  2.169
2 O -0.449 -2.215 3.776  -0.752
3 C 0.266 -2.024 2.796  -0.882
4 O 0.290 -0.946 2.098  -1.024
5 C 1.220 -3.139 2.368  1.233
6 C 1.629 -3.998 3.345  -0.502
7 C 2.527 -5.041 3.071  -1.286
8 C 3.048 -5.185 1.800  -0.457
9 C 2.639 -4.354 0.781  -0.835
10 C 1.660 -3.301 0.989  1.811
11 O 1.204 -2.605 0.050  -0.884
12 N 3.218 -4.613 -0.522  1.246
13 O 4.193 -5.365 -0.571  -0.803
14 O 2.727 -4.124 -1.517  -0.528
15 N 2.899 -5.966 4.099  1.078
16 O 2.466 -5.792 5.231  -0.692
17 O 3.631 -6.909 3.812  -0.708
18 H 1.245 -3.872 4.348  0.611
19 H 3.762 -5.966 1.594  0.679
20 C -4.790 -6.629 -1.678  -1.589
21 C -5.441 -5.845 -0.571  1.290
22 C -6.524 -6.360 0.127  -0.678
23 C -7.115 -5.664 1.172  -0.761
24 C -6.605 -4.426 1.529  -1.087
25 C -5.527 -3.887 0.845  -0.480
26 C -4.940 -4.583 -0.213  0.199
27 N -3.855 -4.082 -0.942  -0.331
28 C -3.175 -2.871 -0.676  -1.039
29 N -3.988 -1.801 -0.771  0.191
30 C -3.858 -0.416 -0.399  0.175
31 C -2.614 0.166 -0.135  -0.205
32 C -2.700 1.518 0.244  0.050
33 C -3.890 2.226 0.341  -0.874
34 C -5.087 1.598 0.035  -1.022
35 C -5.091 0.262 -0.341  1.508
36 C -6.413 -0.404 -0.658  -1.508
37 N -1.897 -2.871 -0.498  0.902
38 C -1.252 -4.129 -0.359  -0.199
39 C -0.544 -4.649 -1.440  0.008
40 C 0.135 -5.851 -1.333  -0.865
41 C 0.130 -6.540 -0.129  -0.996
42 C -0.576 -6.027 0.948  -0.720
43 C -1.289 -4.836 0.854  1.514
44 C -2.095 -4.348 2.028  -2.209
45 H -5.353 -7.539 -1.880  0.388
46 H -3.770 -6.920 -1.407  0.288
47 H -4.735 -6.043 -2.598  0.361
48 H -6.908 -7.334 -0.155  0.336
49 H -7.952 -6.092 1.709  0.377
50 H -7.035 -3.877 2.357  0.424
51 H -5.114 -2.937 1.157  0.765
52 H -3.221 -4.793 -1.275  0.637
53 H -4.922 -2.060 -1.039  0.255
54 H -1.781 2.050 0.472  -0.024
55 H -3.891 3.268 0.651  0.436
56 H -6.025 2.141 0.087  0.238
57 H -7.224 0.309 -0.515  0.379
58 H -6.614 -1.261 -0.007  0.229
59 H -6.458 -0.747 -1.698  0.353
60 H -0.508 -4.078 -2.361  0.374
61 H 0.689 -6.232 -2.182  0.411
62 H 0.687 -7.463 -0.024  0.417
63 H -0.572 -6.556 1.895  0.470
64 H -1.600 -4.594 2.966  0.508
65 H -3.083 -4.819 2.027  0.429
66 H -2.232 -3.268 2.013  0.228
67 O 0.862 1.770 2.087  -0.466
68 N 0.435 2.327 0.912  0.612
69 C 0.544 3.590 0.956  -1.060
70 C 0.140 4.580 -0.070  0.816
71 C 0.036 5.873 0.467  -0.848
72 C -0.333 6.967 -0.286  -0.830
73 C -0.570 6.806 -1.639  -0.949
74 C -0.466 5.545 -2.196  -0.327
75 C -0.145 4.409 -1.449  0.437
76 P -0.127 2.767 -2.323  1.606
77 C -1.732 2.810 -3.244  0.195
78 C -1.849 1.860 -4.262  -0.586
79 C -2.976 1.805 -5.064  -0.820
80 C -4.024 2.693 -4.850  -0.496
81 C -3.937 3.611 -3.816  -0.719
82 C -2.803 3.665 -3.013  -0.234
83 C 0.931 3.231 -3.790  0.019
84 C 2.259 2.815 -3.756  -0.444
85 C 3.121 3.076 -4.814  -0.710
86 C 2.673 3.781 -5.918  -0.646
87 C 1.349 4.202 -5.968  -0.859
88 C 0.483 3.913 -4.926  -0.245
89 H 0.681 0.809 2.019  0.256
90 H 0.932 4.030 1.877  0.170
91 H 0.240 6.003 1.524  0.390
92 H -0.431 7.941 0.179  0.355
93 H -0.845 7.652 -2.258  0.428
94 H -0.656 5.437 -3.254  0.398
95 H -1.029 1.168 -4.430  0.464
96 H -3.037 1.075 -5.862  0.421
97 H -4.904 2.661 -5.482  0.379
98 H -4.755 4.299 -3.635  0.386
99 H -2.762 4.380 -2.203  0.376
100 H 2.618 2.258 -2.902  0.575
101 H 4.139 2.711 -4.773  0.531
102 H 3.343 3.996 -6.741  0.364
103 H 0.984 4.750 -6.830  0.383
104 H -0.555 4.206 -5.016  0.259
105 C 4.971 4.053 -1.699  -1.439
106 C 4.297 3.875 -0.337  2.419
107 C 4.002 5.244 0.283  -1.833
108 C 5.136 3.000 0.564  0.243
109 C 6.301 3.520 1.112  -0.320
110 C 7.113 2.759 1.932  -1.529
111 C 6.704 1.476 2.253  -0.951
112 C 5.541 0.911 1.741  0.537
113 C 5.175 -0.464 2.269  0.668
114 C 3.761 -0.499 2.836  -1.201
115 C 5.364 -1.601 1.257  -1.133
116 C 4.763 1.648 0.799  -0.417
117 N 3.631 1.130 0.194  0.523
118 C 3.720 0.396 -0.903  0.587
119 C 4.931 0.157 -1.631  -0.554
120 C 4.982 -0.653 -2.749  -1.258
121 C 3.844 -1.269 -3.254  -0.926
122 C 2.630 -1.035 -2.612  -0.643
123 C 2.587 -0.241 -1.500  0.730
124 F 1.324 -0.036 -0.933  0.210
125 H 4.324 4.610 -2.382  0.401
126 H 5.194 3.081 -2.142  0.208
127 H 5.913 4.600 -1.588  0.392
128 H 3.345 3.360 -0.485  -0.793
129 H 4.902 5.866 0.316  0.370
130 H 3.627 5.133 1.302  0.395
131 H 3.251 5.770 -0.309  0.369
132 H 6.591 4.541 0.879  0.276
133 H 8.042 3.159 2.323  0.316
134 H 7.312 0.885 2.933  0.370
135 H 5.868 -0.660 3.096  0.661
136 H 3.034 -0.314 2.050  -0.302
137 H 3.629 0.263 3.608  0.405
138 H 3.563 -1.474 3.279  0.480
139 H 4.610 -1.559 0.473  -0.185
140 H 5.275 -2.565 1.766  0.489
141 H 6.349 -1.547 0.788  0.383
142 H 5.835 0.614 -1.244  0.612
143 H 5.938 -0.827 -3.232  0.306
144 H 3.894 -1.931 -4.108  0.367
145 H 1.712 -1.495 -2.957  0.156

---

C66H76N7O3 | the ωB97M-V functional and the def2-TZVPD basis

Spin multiplicity: 1
Net charge: +1
Frontier orbital gap (eV): 6.8

Last column: Mulliken charge in e.
CARTESIAN COORDINATES (ANGSTROEM)
1 C -1.654 3.594 3.176  -0.987
2 N -1.491 2.214 2.790  0.319
3 C -2.530 1.338 2.948  0.247
4 O -3.683 1.648 3.235  -0.700
5 C -1.988 -0.058 2.663  0.021
6 C -2.889 -0.891 1.748  0.286
7 C -4.308 -1.099 2.253  0.498
8 C -5.376 -0.984 1.352  -0.393
9 C -6.692 -1.124 1.793  -0.691
10 C -6.958 -1.426 3.137  -0.501
11 C -5.887 -1.572 4.033  -0.750
12 C -4.569 -1.415 3.592  -0.198
13 N -0.671 0.245 2.087  1.325
14 C 0.155 -0.797 1.740  -1.213
15 C 1.302 -0.718 0.970  1.064
16 C 2.274 -1.900 0.868  0.184
17 C 3.625 -1.322 1.314  0.085
18 C 4.331 -1.857 2.386  -0.199
19 C 5.635 -1.453 2.653  -0.791
20 C 6.223 -0.443 1.891  0.438
21 C 7.619 -0.133 2.075  -0.249
22 N 8.765 0.113 2.198  -0.527
23 C 5.469 0.184 0.900  -1.078
24 C 4.187 -0.271 0.590  0.111
25 C -0.208 1.605 2.439  0.289
26 C 0.409 2.379 1.276  -1.893
27 C 0.733 1.602 3.659  -1.539
28 H -2.726 3.808 3.227  0.378
29 H -1.198 3.806 4.155  0.320
30 H -1.184 4.246 2.434  0.312
31 H -1.881 -0.574 3.641  0.287
32 H -2.936 -0.368 0.779  0.040
33 H -2.391 -1.865 1.579  -0.051
34 H -5.160 -0.731 0.309  0.366
35 H -7.514 -1.010 1.083  0.393
36 H -7.990 -1.553 3.480  0.376
37 H -6.085 -1.814 5.080  0.376
38 H -3.740 -1.498 4.302  0.313
39 H -0.182 -1.795 2.036  0.582
40 H 1.723 0.276 0.759  -1.226
41 H 1.929 -2.573 1.675  0.277
42 H 3.889 -2.657 2.980  0.473
43 H 6.235 -1.972 3.400  0.502
44 H 5.931 0.974 0.310  0.508
45 H 3.637 0.179 -0.241  0.199
46 H -0.288 2.393 0.428  0.424
47 H 0.590 3.416 1.586  0.585
48 H 1.367 1.968 0.954  0.279
49 H 0.222 1.154 4.521  0.367
50 H 1.644 1.033 3.444  0.119
51 H 1.015 2.632 3.917  0.452
52 C 3.145 -3.268 -5.103  -1.384
53 C 3.880 -2.015 -4.667  2.076
54 C 5.209 -2.379 -3.999  -2.014
55 C 4.206 -1.288 -5.990  -1.889
56 C 3.087 -1.069 -3.707  0.147
57 C 3.668 0.197 -3.586  -0.678
58 C 2.948 1.276 -3.098  -1.602
59 C 1.601 1.120 -2.773  0.046
60 C 1.006 -0.139 -2.769  -0.275
61 C -0.527 -0.264 -2.529  2.503
62 C -1.246 -1.029 -3.641  -1.627
63 C -1.206 1.103 -2.389  -2.228
64 C -0.760 -0.945 -1.194  -0.484
65 C 1.869 -1.262 -2.984  -0.680
66 N 1.465 -2.587 -2.546  2.184
67 C 1.675 -3.311 -1.408  0.267
68 C 2.610 -2.778 -0.312  -0.933
69 C 3.428 -3.966 0.251  1.622
70 C 2.836 -4.794 1.218  0.560
71 C 3.568 -5.806 1.812  -1.100
72 C 4.850 -6.051 1.276  -0.396
73 N 5.306 -7.399 1.206  1.222
74 O 6.294 -7.683 0.482  -0.630
75 O 4.662 -8.267 1.839  -0.612
76 C 5.541 -5.090 0.522  -1.059
77 C 4.808 -4.025 0.023  0.100
78 N 1.402 -4.629 -1.771  1.875
79 C 1.509 -5.921 -1.120  -1.750
80 C 0.494 -6.337 -0.227  0.980
81 C -0.894 -5.698 0.048  2.092
82 C -1.989 -6.741 -0.229  -1.751
83 C -1.240 -4.481 -0.778  -1.236
84 C -0.934 -5.265 1.519  -1.719
85 C 0.690 -7.506 0.533  -0.641
86 C 1.797 -8.292 0.342  -1.645
87 C 2.695 -7.993 -0.674  -0.248
88 C 2.549 -6.850 -1.480  0.618
89 C 3.533 -6.757 -2.705  1.942
90 C 4.624 -7.849 -2.680  -2.278
91 C 4.257 -5.427 -2.675  -1.095
92 C 2.831 -6.958 -4.048  -1.543
93 C 0.709 -4.551 -3.028  -0.223
94 C -0.070 -5.570 -3.723  1.948
95 C -0.316 -6.906 -3.306  -0.580
96 C -1.108 -7.759 -4.075  -1.114
97 C -1.672 -7.314 -5.274  -0.692
98 C -1.434 -6.001 -5.707  -0.928
99 C -0.643 -5.145 -4.952  -1.598
100 N 0.801 -3.334 -3.494  -1.552
101 H 2.143 -3.049 -5.485  0.285
102 H 3.717 -3.780 -5.895  0.688
103 H 3.039 -3.984 -4.289  -0.134
104 H 5.858 -1.502 -3.895  0.472
105 H 5.042 -2.787 -2.995  0.342
106 H 5.750 -3.135 -4.588  0.408
107 H 4.828 -0.397 -5.851  0.354
108 H 4.751 -1.964 -6.669  0.480
109 H 3.278 -0.986 -6.492  0.418
110 H 4.689 0.356 -3.935  0.485
111 H 3.413 2.256 -3.043  0.455
112 H 1.033 2.007 -2.502  0.479
113 H -0.787 -1.998 -3.834  0.121
114 H -2.294 -1.205 -3.361  0.447
115 H -1.218 -0.461 -4.578  0.412
116 H -0.790 1.676 -1.547  0.338
117 H -1.117 1.703 -3.303  0.448
118 H -2.277 0.965 -2.173  0.330
119 H -0.600 -0.235 -0.378  -0.280
120 H -1.778 -1.343 -1.085  0.928
121 H -0.050 -1.756 -1.027  -0.454
122 H 3.312 -2.186 -0.929  0.000
123 H 1.777 -4.660 1.457  -0.079
124 H 3.146 -6.472 2.562  0.467
125 H 6.595 -5.235 0.300  0.538
126 H 5.302 -3.261 -0.589  0.360
127 H -1.919 -7.616 0.426  0.326
128 H -2.973 -6.279 -0.078  0.481
129 H -1.927 -7.088 -1.268  0.363
130 H -0.456 -3.725 -0.692  -0.278
131 H -1.394 -4.728 -1.832  0.126
132 H -2.170 -4.027 -0.398  1.099
133 H -0.235 -4.434 1.689  0.172
134 H -1.942 -4.915 1.783  0.554
135 H -0.662 -6.079 2.201  0.313
136 H -0.069 -7.783 1.268  0.457
137 H 1.969 -9.161 0.976  0.426
138 H 3.493 -8.704 -0.870  0.494
139 H 4.188 -8.852 -2.780  0.487
140 H 5.305 -7.709 -3.533  0.410
141 H 5.233 -7.811 -1.764  0.353
142 H 3.575 -4.617 -2.400  -0.331
143 H 5.050 -5.456 -1.923  0.474
144 H 4.736 -5.201 -3.636  0.740
145 H 2.141 -6.144 -4.266  0.057
146 H 3.564 -6.992 -4.869  0.593
147 H 2.268 -7.899 -4.049  0.421
148 H 0.158 -7.290 -2.408  1.503
149 H -1.279 -8.778 -3.730  0.486
150 H -2.302 -7.987 -5.862  0.416
151 H -1.870 -5.641 -6.637  0.454
152 H -0.450 -4.120 -5.284  0.288